(1)
Density functional theory data (the ωB97M-V functional and the def2-TZVPD basis) for a molecular structure, C7H9BrOS in a non-equilibrium geometry.

```
19
Properties=species:S:1:pos:R:3:forces:R:3:nbo_charge:R:1
C 0.0678 -1.3379 -0.3670 0.5057 2.5301 0.3998 -0.593
C -3.1412 0.5559 0.4578 0.2254 -0.2736 1.1945 -0.485
C -0.6686 -1.8694 0.5181 -0.9043 -0.9130 0.7105 0.740
C -0.5418 1.0210 0.2594 -1.4826 -1.1004 -0.5273 -0.517
C 0.5610 0.0979 -0.1953 0.8104 -2.6709 0.2045 -0.056
C 1.5434 0.0694 0.9894 -0.8586 -2.4776 1.6790 -0.601
C 1.3565 0.4123 -1.4629 -1.8957 0.7522 -0.6842 -0.601
O -1.3327 -2.3325 1.3266 -0.9174 -0.6738 1.3177 -0.442
S -2.0884 0.8832 -0.7447 0.8116 -0.0546 -0.5062 0.414
Br -4.7547 -0.1697 -0.0790 -0.6156 0.0867 -0.4554 0.104
H 0.1726 -1.8191 -1.2490 0.4102 -1.4839 -2.6488 0.258
H -0.8567 0.8101 1.2799 -0.1377 -0.4143 -0.0239 0.258
H -0.2503 2.0080 0.2923 0.8632 2.3913 -0.2946 0.222
H 1.3407 -0.9014 1.6269 0.1530 2.2048 -0.8431 0.219
H 1.4172 0.9381 1.5874 -0.0212 0.7551 0.8073 0.206
H 2.5840 -0.0298 0.8090 0.9896 0.0583 -0.9349 0.220
H 1.7468 1.3073 -1.0743 1.3466 1.7225 -0.6673 0.206
H 0.6609 0.6768 -2.3774 1.6284 -0.9213 1.5783 0.218
H 2.1835 -0.3200 -1.5973 -0.9108 0.4824 -0.3060 0.230
```
Positions in Å, forces in eV/Å.

As for the molar mass: 221.119 g mol⁻¹. As for the multiplicity: 1. The energy above the lowest of the compared OMol25 structures with the same formula, charge and spin is 202.4 kJ/mol. Its HOMO energy is -8.410 eV. The calculation puts the LUMO energy at -0.163 eV.

***

(2)
Density functional theory data (the ωB97M-V functional and the def2-TZVPD basis) for C7H9Cl in the gas phase in a non-equilibrium geometry.

```
17
Properties=species:S:1:pos:R:3:forces:R:3:nbo_charge:R:1
C -0.6457 1.4733 -1.8344 -0.1733 -0.1041 0.0341 -0.588
C -0.9753 0.1124 -1.2191 0.1202 0.1639 -0.2509 -0.444
C -0.0013 -0.2937 -0.1695 -1.8454 -1.1216 1.5736 0.002
C 1.2883 -0.6315 -0.2086 -0.5349 0.1868 -0.3081 -0.224
C 1.7785 -0.9735 1.1163 -0.2519 0.0114 0.6700 -0.189
C 0.8058 -0.8072 2.0261 0.6165 -0.3591 0.2945 -0.260
C -0.4251 -0.3441 1.3797 0.1026 0.2764 0.1404 -0.021
Cl -1.9734 -1.2161 2.7032 1.5758 0.6530 -2.2926 -0.249
H -1.3741 1.7246 -2.6024 -0.0209 0.0753 -0.0724 0.211
H 0.3415 1.4578 -2.2866 0.1297 0.0548 -0.0552 0.204
H -0.6666 2.2512 -1.0741 0.0394 0.0984 0.0301 0.205
H -0.9757 -0.6425 -2.0109 -0.0982 0.0037 0.0638 0.223
H -1.9762 0.1398 -0.7845 0.0317 -0.0918 -0.0663 0.221
H 1.8970 -0.6296 -1.0947 0.1157 0.0773 -0.2084 0.223
H 2.7905 -1.2829 1.3046 0.1546 -0.0189 0.1740 0.221
H 0.8832 -0.9782 3.0826 0.0030 -0.0186 0.1642 0.234
H -0.7714 0.6402 1.6723 0.0356 0.1130 0.1093 0.234
```
Positions in Å, forces in eV/Å.

As for the molar mass: 128.602 g mol⁻¹. As for the multiplicity: 1. The energy above the lowest of the compared OMol25 structures with the same formula, charge and spin is 160.8 kJ/mol. Its HOMO energy is -8.890 eV. The calculation puts the LUMO energy at -1.191 eV.

***

(3)
Density functional theory data (the ωB97M-V functional and the def2-TZVPD basis) for a molecular structure, C7H9Cl2NOS in a non-equilibrium geometry.

```
21
Properties=species:S:1:pos:R:3:forces:R:3:nbo_charge:R:1
C 1.7993 -0.2490 0.4222 -1.1415 0.4445 -1.6072 -0.289
C 0.7138 -1.0564 0.6129 2.2713 0.0192 -0.5671 -0.126
C 0.5211 1.8862 0.5934 -3.8332 -0.2428 1.8180 -0.248
C 1.6345 1.2416 0.3830 1.3120 -1.4128 0.2425 -0.062
C -0.6378 -0.4833 1.0025 0.6863 -1.3001 1.2604 -0.176
C -0.8445 0.9791 0.6985 2.8320 2.2914 -1.0730 -0.227
C -0.2766 0.7142 -2.0760 0.5474 1.2460 -1.2702 -0.863
N -0.6152 -0.8810 2.4520 0.5479 0.8350 -1.7138 -0.829
O -1.5623 2.8793 -1.0649 0.3034 0.7547 -0.1399 -0.958
S -1.5996 1.4213 -0.9876 0.1173 -2.0157 -0.6156 1.268
Cl 3.1576 1.9982 0.0287 -0.0614 0.5806 0.0755 0.010
Cl -2.1391 1.5887 1.7216 0.0832 0.5069 0.5625 0.009
H 2.7886 -0.4940 -0.0529 -1.0596 -0.6423 1.3161 0.244
H 0.9715 -2.1495 0.7576 -1.0388 1.2944 -0.4935 0.244
H 0.2927 2.9499 0.7256 0.6402 -0.4522 -0.4376 0.268
H -1.5475 -0.8957 0.5686 0.3183 -1.0230 -0.2560 0.221
H -0.3449 1.3234 -3.0930 0.0523 -1.3133 2.1895 0.258
H -0.4646 -0.3639 -2.2639 -0.0142 0.7117 0.1671 0.236
H 0.7441 0.8706 -1.6110 -1.3643 -0.1585 -0.8736 0.247
H 0.0097 -0.1881 2.9110 -1.4625 -0.8969 0.3816 0.385
H -1.5622 -1.0984 2.7249 0.2639 0.7733 1.0343 0.388
```
Positions in Å, forces in eV/Å.

As for the molar mass: 226.128 g mol⁻¹. As for the multiplicity: 1. The energy above the lowest of the compared OMol25 structures with the same formula, charge and spin is 82.5 kJ/mol. Its HOMO energy is -9.050 eV. The calculation puts the LUMO energy at 0.038 eV.

***

(4)
Density functional theory data (the ωB97M-V functional and the def2-TZVPD basis) for 2 unconnected molecules or ions with the total composition C7H9ClF2S in a non-equilibrium geometry.

```
20
Properties=species:S:1:pos:R:3:forces:R:3:nbo_charge:R:1
C -0.1954 -1.1182 -0.3353 1.9758 -2.3154 3.1938 -0.397
C 1.0459 -0.7885 0.0448 -0.7346 0.2695 -0.6890 -0.159
C 1.2744 -0.2104 1.4053 1.1443 -0.4477 -1.2721 -0.237
C 2.4498 0.3727 1.4780 4.2063 2.1210 -0.8487 -0.179
C 3.3914 0.3532 0.2304 -2.2729 0.6372 -1.1966 -0.532
S 2.4185 -0.4454 -1.1358 -0.7250 -0.3377 1.7641 0.171
H -0.9663 -1.2611 0.4484 1.1118 -0.2028 -0.6703 0.210
H -0.4834 -1.4468 -1.2612 -0.1606 -0.5599 -2.3940 0.185
H 0.5539 -0.2424 2.1904 -0.5430 0.0065 0.1820 0.235
H 3.0553 1.1482 2.0609 -1.9768 -1.4831 0.7713 0.229
H 4.3795 -0.0556 0.2391 0.4392 -0.6327 0.7657 0.226
H 3.5204 1.4011 -0.0826 0.0020 -0.1739 0.1826 0.212
F -1.0761 0.7075 0.0811 -1.2020 2.9038 0.2780 -0.324
C -2.1763 0.9539 -0.6710 -0.2336 0.4581 0.6723 0.552
F -2.9162 1.8940 0.0019 0.1466 -0.2289 -0.3627 -0.343
C -2.9403 -0.3201 -0.8401 0.0982 -0.6030 -0.9451 -0.462
Cl -3.3318 -1.1584 0.6564 -0.4558 0.1599 0.2035 -0.012
H -1.8529 1.3673 -1.6314 -0.1088 0.0436 0.0667 0.152
H -3.8225 -0.1591 -1.4340 -0.5746 0.2680 0.0999 0.238
H -2.3279 -0.9919 -1.4454 -0.1365 0.1174 0.1988 0.233
```
Positions in Å, forces in eV/Å.

As for the molar mass: 198.665 g mol⁻¹. As for the multiplicity: 1. Its HOMO energy is -7.655 eV. The calculation puts the LUMO energy at 0.708 eV.